# 1
This record from OMol25 describes the molecule CHF3N2 at a distorted geometry. The level of theory is wB97M-V/def2-TZVPD.

Summary:
Energy relative to the best compared isomer or geometry (same formula, charge and spin)   748.49 kJ/mol
Frontier orbital gap   0.4277 Ha
Calculated total energy   -447.571015 hartree
Structure (SMILES)   F/N=C/N(F)F

Geometry as XYZ:
```
7
CHF3N2 | OMol25 | wB97M-V/def2-TZVPD
C 0.46 -0.14 0.10
N 0.80 1.06 0.03
N -1.03 -0.49 0.42
F 2.13 1.33 -0.21
F -1.82 0.64 0.16
F -1.55 -1.40 -0.50
H 1.01 -1.00 0.01
```

---

# 2
This record from OMol25 describes a structure of composition C24H27N5O2 at a distorted geometry. The level of theory is wB97M-V/def2-TZVPD.

Summary:
Energy relative to the best compared isomer or geometry (same formula, charge and spin)   2126.68 kJ/mol
Frontier orbital gap   0.3146 Ha
Calculated total energy   -1354.283762 hartree

Geometry as XYZ:
```
58
C24H27N5O2 | OMol25 | wB97M-V/def2-TZVPD
C 3.94 4.54 -1.58
C 3.18 3.51 -1.00
C 1.80 3.67 -1.13
C 0.89 2.62 -0.49
C 1.43 1.47 0.15
C 2.73 1.50 0.47
C 3.49 2.39 -0.05
H 4.64 2.48 -0.24
H 3.19 0.83 0.92
C 0.57 0.59 0.99
N -0.54 0.29 0.14
C -0.43 -0.47 -1.16
N -1.47 -1.07 -1.72
C -2.41 -0.33 -0.72
C -1.85 0.19 0.20
C -2.68 0.77 1.50
O -2.15 1.20 2.43
N -4.01 0.62 1.22
C -4.50 0.16 0.00
O -5.84 0.05 0.08
N -3.83 -0.50 -0.99
C -4.47 -1.07 -1.89
H -3.81 -0.75 -2.88
H -4.35 -2.20 -1.75
H -5.40 -0.71 -2.35
C -4.75 1.28 2.15
H -5.86 0.93 1.85
H -4.61 0.94 3.08
H -4.69 2.29 2.36
C 1.03 -0.97 -1.58
N 1.25 -2.25 -1.80
C 0.37 -3.03 -2.86
H 0.57 -2.48 -3.67
H -0.69 -3.10 -2.50
H 0.68 -4.12 -2.82
C 1.24 -2.82 -0.42
C 2.31 -2.53 0.29
C 2.06 -2.40 2.09
C 3.05 -1.94 2.69
C 4.19 -1.53 2.26
C 4.63 -1.86 0.96
C 3.40 -2.15 0.20
H 3.62 -2.37 -1.07
H 5.47 -1.68 0.42
H 4.99 -1.25 2.75
H 3.03 -1.95 3.72
H 1.17 -2.78 2.28
H 0.35 -3.07 0.07
H 1.39 -4.00 -0.75
H 1.66 -0.41 -1.01
H 1.06 -0.47 -2.71
H 1.17 -0.14 1.35
H 0.18 1.17 1.73
H -0.17 2.63 -0.46
H 1.30 4.29 -1.58
H 4.09 5.49 -0.79
H 4.84 4.06 -1.99
H 3.34 4.92 -2.52
```